(A)
Entry from OMol25: a structure of composition C3H7I2NS (wB97M-V/def2-TZVPD).

Properties
Frontier orbital gap ... 8.413 eV

XYZ file:
```
14
C3H7I2NS, DFT wB97M-V/def2-TZVPD
C 1.221 -0.715 0.249
C -0.795 1.136 0.246
C 0.020 -1.009 1.025
N -1.047 -0.376 0.620
S -2.667 -0.813 0.574
I 0.688 -0.211 3.163
I -0.436 -3.127 1.407
H 1.957 -1.448 0.428
H 1.662 0.179 0.595
H 1.105 -0.811 -0.805
H -0.190 1.681 1.088
H -0.149 1.178 -0.623
H -1.798 1.497 0.171
H -2.803 -1.176 -0.783
```

Here are the Löwdin charges for atoms 1 to 6, given in e: -0.253 -0.074 -1.247 -0.694 0.721 0.525

(B)
Entry from OMol25: a structure of composition C3H7I2NS (wB97M-V/def2-TZVPD).

Properties
Frontier orbital gap ... 4.594 eV

XYZ file:
```
14
C3H7I2NS, DFT wB97M-V/def2-TZVPD
C -0.379 -0.243 -2.412
C -0.429 -0.041 1.394
C 1.684 0.067 0.173
N 0.907 -0.514 1.045
S 1.694 -1.368 2.436
I 2.058 2.171 0.181
I 3.324 -1.101 -0.450
H 0.670 -0.156 -2.730
H -0.669 0.615 -1.945
H -1.095 -0.861 -2.840
H -0.900 0.363 0.605
H -0.862 -0.835 1.944
H -0.492 0.731 2.072
H 1.326 -0.397 3.378
```

Here are the Löwdin charges for atoms 1 to 6, given in e: 0.124 -0.141 -1.357 -0.662 0.677 0.699

Energies relative to the most stable structure, in hartree: (A) 0.0000; (B) 0.1764.

(A)
Entry from OMol25: the ion C5H14N2 with charge +2 (wB97M-V/def2-TZVPD).

Properties
Frontier orbital gap ... 11.379 eV
Net charge ... +2
Structure (SMILES) ... C[C@@H]([NH3+])C/C=C/[NH3+]

XYZ file:
```
21
C5H14N2, DFT wB97M-V/def2-TZVPD
C -2.231 -0.901 -0.374
C -1.150 -0.135 -1.133
N -1.583 0.936 -2.220
C -0.152 0.554 -0.243
C 0.784 -0.227 0.619
C 1.649 0.271 1.498
N 2.794 -0.506 2.046
H -2.691 -1.710 -0.947
H -2.922 -0.234 0.155
H -1.585 -1.371 0.372
H -0.722 -0.863 -1.840
H -1.248 0.705 -3.157
H -2.604 0.871 -2.349
H -1.464 1.903 -1.909
H 0.562 1.029 -0.997
H -0.446 1.480 0.243
H 0.922 -1.239 0.192
H 1.397 1.169 2.060
H 3.682 -0.639 1.552
H 3.063 0.061 2.861
H 2.438 -1.362 2.485
```

Here are the Löwdin charges for atoms 1 to 6, given in e: -0.007 -0.308 0.235 -0.171 -0.054 -0.058

(B)
Entry from OMol25: the ion C5H14N2 with charge +2 (wB97M-V/def2-TZVPD).

Properties
Frontier orbital gap ... 12.071 eV
Net charge ... +2
Structure (SMILES) ... C[C@H]([NH3+])C/C=C/[NH3+]

XYZ file:
```
21
C5H14N2, DFT wB97M-V/def2-TZVPD
C -0.134 1.209 -2.073
C 0.738 0.697 -0.913
N 2.172 0.584 -1.403
C 0.268 -0.658 -0.334
C -0.177 -0.568 1.096
C -1.389 -0.930 1.483
N -1.792 -0.886 2.907
H -0.874 0.503 -2.439
H -0.665 2.116 -1.772
H 0.461 1.538 -2.936
H 0.754 1.470 -0.156
H 2.763 -0.002 -0.792
H 2.641 1.488 -1.543
H 2.192 0.151 -2.332
H 0.997 -1.474 -0.410
H -0.528 -1.069 -0.960
H 0.483 -0.208 1.875
H -2.191 -1.256 0.835
H -2.018 0.052 3.250
H -1.083 -1.288 3.528
H -2.617 -1.470 3.089
```

Here are the Löwdin charges for atoms 1 to 6, given in e: -0.010 -0.293 0.219 -0.125 -0.053 -0.051

(C)
Entry from OMol25: the ion C5H14N2 with charge +2 (wB97M-V/def2-TZVPD).

Properties
Frontier orbital gap ... 11.493 eV
Net charge ... +2
Structure (SMILES) ... C[C@H]([NH3+])C/C=C/[NH3+]

XYZ file:
```
21
C5H14N2, DFT wB97M-V/def2-TZVPD
C -1.071 0.359 -1.455
C -1.400 -0.403 -0.036
N -2.836 0.106 0.360
C -0.301 0.088 0.974
C 1.013 -0.463 0.630
C 2.046 0.310 0.244
N 3.354 -0.224 -0.180
H -1.997 0.261 -2.135
H -0.859 1.475 -1.191
H -0.272 -0.185 -1.990
H -1.467 -1.468 -0.134
H -3.410 -0.081 -0.485
H -2.691 1.124 0.607
H -3.237 -0.417 1.163
H -0.686 -0.287 1.982
H -0.284 1.121 1.144
H 1.175 -1.513 0.697
H 2.020 1.386 0.474
H 4.122 0.350 0.150
H 3.570 -0.467 -1.197
H 3.211 -1.071 0.377
```

Here are the Löwdin charges for atoms 1 to 6, given in e: -0.021 -0.252 0.214 -0.166 -0.066 -0.057

Energies relative to the most stable structure, in hartree: (A) 0.0322; (B) 0.0000; (C) 0.0377.

(A)
Entry from OMol25: a cluster of 2 separate species, F2H2O2Si in total (wB97M-V/def2-TZVPD).

Properties
Frontier orbital gap ... 9.618 eV

XYZ file:
```
7
F2H2O2Si, DFT wB97M-V/def2-TZVPD
O 0.378 1.179 -0.546
O -0.782 -1.608 0.984
F -0.392 0.553 2.412
F -2.513 0.313 0.805
Si -1.007 -0.050 1.133
H 0.345 0.387 -1.157
H -0.225 -2.218 1.306
```

Here are the Löwdin charges for atoms 1 to 6, given in e: -0.348 0.015 -0.023 -0.045 0.430 -0.051

(B)
Entry from OMol25: a cluster of 2 separate species, F2H2O2Si in total (wB97M-V/def2-TZVPD).

Properties
Frontier orbital gap (alpha / beta) ... 9.446 / 7.426 eV

XYZ file:
```
7
F2H2O2Si, DFT wB97M-V/def2-TZVPD
O -0.363 2.022 -0.027
O 1.248 -1.263 -0.013
F 3.019 0.370 -1.223
F 2.792 0.346 1.301
Si 2.013 0.122 -0.042
H -0.940 1.584 0.595
H 0.514 -1.509 -0.577
```

Here are the Löwdin charges for atoms 1 to 6, given in e: -0.246 -0.063 -0.067 -0.061 0.430 -0.076

Energies relative to the most stable structure, in hartree: (A) 0.0000; (B) 0.0554.

(A)
Entry from OMol25: an isolated molecule of C2H4O3S (wB97M-V/def2-TZVPD).

Properties
Frontier orbital gap (alpha / beta) ... 9.103 / 9.103 eV
Structure (SMILES) ... COC=S(=O)=O

XYZ file:
```
10
C2H4O3S, DFT wB97M-V/def2-TZVPD
C -1.521 0.038 0.069
O -0.677 -0.138 -1.015
C 0.725 0.524 -0.806
S 1.711 -0.430 0.163
O 2.962 0.265 0.292
O 1.672 -1.834 0.397
H -1.188 0.734 0.744
H -1.768 -0.883 0.658
H -2.505 0.240 -0.294
H 0.590 1.485 -0.209
```

Here are the Löwdin charges for atoms 1 to 6, given in e: -0.169 -0.227 -0.165 0.802 -0.314 -0.268

(B)
Entry from OMol25: an isolated molecule of C2H4O3S (wB97M-V/def2-TZVPD).

Properties
Frontier orbital gap ... 10.871 eV
Structure (SMILES) ... O=S1(=O)COC1

XYZ file:
```
10
C2H4O3S, DFT wB97M-V/def2-TZVPD
O 1.717 -0.909 -0.223
S 0.978 0.253 0.143
O 1.609 1.510 0.445
C -0.432 -0.406 1.020
O -1.382 0.062 0.114
C -0.265 0.401 -1.184
H -0.733 0.018 1.972
H -0.318 -1.478 1.163
H -0.352 -0.593 -1.545
H -0.822 1.142 -1.906
```

Here are the Löwdin charges for atoms 1 to 6, given in e: -0.308 0.693 -0.291 -0.314 -0.199 -0.013

Energies relative to the most stable structure, in hartree: (A) 0.0274; (B) 0.0000.

(A)
Entry from OMol25: a cluster of 2 separate species, C2H4O3S in total (wB97M-V/def2-TZVPD).

Properties
Frontier orbital gap ... 10.165 eV
Structure (SMILES) ... O=C1O[C@@H]1O.S

XYZ file:
```
10
C2H4O3S, DFT wB97M-V/def2-TZVPD
O 1.861 -2.123 0.278
C 0.775 -2.099 -0.111
O -0.431 -1.879 0.285
C -0.180 -1.914 -1.192
O -0.770 -2.978 -1.801
H -0.421 -0.933 -1.689
H -0.573 -3.775 -1.379
S 1.119 1.562 1.348
H 0.847 0.235 0.961
H 2.245 1.644 1.933
```

Here are the Löwdin charges for atoms 1 to 6, given in e: 0.186 -0.548 0.156 -0.179 0.087 0.184

(B)
Entry from OMol25: a cluster of 3 separate species, C2H4O3S in total (wB97M-V/def2-TZVPD).

Properties
Frontier orbital gap ... 9.913 eV

XYZ file:
```
10
C2H4O3S, DFT wB97M-V/def2-TZVPD
C 0.664 1.721 -0.022
C 0.511 0.813 -0.821
O -2.299 -0.867 -0.986
O -2.089 0.208 1.228
O 0.991 -1.589 0.431
S -1.541 -0.685 0.264
H 0.735 2.474 0.713
H 0.422 0.076 -1.595
H 1.203 -0.929 1.197
H 1.403 -1.223 -0.408
```

Here are the Löwdin charges for atoms 1 to 6, given in e: 0.048 -0.081 -0.422 -0.408 -0.209 0.857

Energies relative to the most stable structure, in hartree: (A) 0.0000; (B) 0.0377.